Here is C44H59CaN2O8P3Si as an isolated structure at a distorted geometry from the Open Molecules 2025 dataset. Energies are from ωB97M-V with the def2-TZVPD basis set.

The geometry in XYZ format:
```
118
Properties=species:S:1:pos:R:3:lowdin_charge:R:1
Ca 0.1569 0.0637 -1.3325 1.05
C 4.0291 -4.5246 -0.7588 -0.13
C 2.6775 -3.8158 -0.7066 -0.52
C 1.9887 -3.9177 -2.0712 -0.13
P 2.6107 -1.9909 -0.1882 1.11
C 4.4102 -1.4504 -0.2876 -0.56
C 4.6446 -0.3013 0.6934 -0.12
C 4.6508 -0.9768 -1.7244 -0.13
C 2.4230 -2.2014 1.6396 -0.39
C 3.3273 -2.9939 2.3549 -0.12
C 3.1797 -3.2114 3.7133 -0.11
C 2.1180 -2.6170 4.3820 -0.10
C 1.2401 -1.8051 3.6834 -0.11
C 1.3556 -1.5749 2.3055 -0.28
Si 0.1184 -0.3996 1.3365 0.60
C -0.1082 0.9983 2.6702 -0.31
C -0.8386 0.7841 3.8456 -0.14
C -1.0388 1.7841 4.7843 -0.10
C -0.5567 3.0610 4.5307 -0.10
C 0.1154 3.3160 3.3446 -0.12
C 0.3699 2.2974 2.4211 -0.36
P 1.2975 2.5539 0.8422 1.09
C 2.9897 3.0908 1.5117 -0.54
C 3.9348 3.3481 0.3324 -0.15
C 3.1455 4.1919 2.5587 -0.12
C 0.4424 3.9995 -0.0053 -0.53
C 0.2923 5.3828 0.6237 -0.12
C 1.0481 4.1200 -1.4098 -0.15
C -1.5758 -1.2913 1.5269 -0.31
C -1.7039 -2.5696 2.0806 -0.10
C -2.9173 -3.2359 2.1234 -0.11
C -4.0455 -2.6416 1.5815 -0.11
C -3.9424 -1.3866 1.0025 -0.12
C -2.7322 -0.6910 0.9788 -0.37
P -2.5634 1.0354 0.3350 1.13
C -3.3440 1.9074 1.8381 -0.52
C -3.4422 3.4068 1.5443 -0.12
C -4.6056 1.3724 2.5126 -0.11
C -3.8533 1.2505 -1.0342 -0.51
C -5.3407 1.4569 -0.7395 -0.13
C -3.6717 0.1491 -2.0798 -0.12
H 3.8738 -5.5706 -1.0401 0.07
H 4.5497 -4.5177 0.1984 0.05
H 4.6783 -4.0708 -1.5116 0.07
H 2.0468 -4.3211 0.0310 0.10
H 2.5626 -3.3922 -2.8385 0.08
H 1.0080 -3.4524 -2.0203 0.05
H 1.8641 -4.9606 -2.3797 0.08
H 5.0930 -2.2735 -0.0573 0.08
H 3.8554 0.4478 0.5808 0.05
H 5.6079 0.1813 0.4982 0.07
H 4.6384 -0.6461 1.7271 0.07
H 3.9410 -0.1885 -1.9815 0.06
H 4.4975 -1.7887 -2.4394 0.06
H 5.6704 -0.5971 -1.8477 0.07
H 4.1722 -3.4426 1.8468 0.08
H 3.8839 -3.8397 4.2484 0.09
H 1.9749 -2.7857 5.4445 0.09
H 0.4256 -1.3391 4.2238 0.08
H -1.2971 -0.1870 4.0074 0.10
H -1.5886 1.5783 5.6968 0.09
H -0.7133 3.8599 5.2477 0.09
H 0.4453 4.3255 3.1484 0.07
H 3.2983 2.1528 1.9906 0.09
H 3.8007 4.3620 -0.0505 0.06
H 3.7422 2.6466 -0.4812 0.06
H 4.9792 3.2434 0.6413 0.07
H 2.8260 5.1620 2.1757 0.06
H 4.2015 4.2753 2.8398 0.07
H 2.5811 3.9652 3.4602 0.05
H -0.5524 3.5571 -0.1427 0.07
H 1.2627 5.8366 0.8337 0.06
H -0.2960 5.3629 1.5398 0.05
H -0.2323 6.0393 -0.0784 0.07
H 2.0441 4.5665 -1.3837 0.06
H 0.4139 4.7486 -2.0408 0.07
H 1.1110 3.1340 -1.8709 0.05
H -0.8218 -3.0587 2.4813 0.09
H -2.9803 -4.2312 2.5501 0.09
H -4.9978 -3.1598 1.5917 0.09
H -4.8316 -0.9466 0.5735 0.08
H -2.5432 1.7896 2.5659 0.05
H -4.1496 3.6233 0.7400 0.05
H -2.4648 3.7899 1.2407 0.05
H -3.7629 3.9546 2.4367 0.07
H -5.5007 1.4982 1.9033 0.05
H -4.7658 1.9098 3.4552 0.07
H -4.4980 0.3157 2.7480 0.06
H -3.4898 2.1828 -1.4823 0.09
H -5.8129 0.5735 -0.3112 0.06
H -5.8551 1.6768 -1.6816 0.07
H -5.5156 2.3012 -0.0736 0.04
H -3.9690 -0.8234 -1.6826 0.07
H -2.6286 0.0936 -2.3749 0.04
H -4.2769 0.3570 -2.9674 0.08
O 0.8673 0.1361 -4.8893 0.02
C 0.7708 -0.5932 -3.8991 -0.64
O 1.4206 -0.4748 -2.8100 -0.25
C -0.1844 -1.7834 -4.0131 -0.04
C -0.2607 -2.4000 -5.2247 0.06
C -1.1285 -3.4857 -5.4441 -0.16
C -1.9371 -3.9305 -4.4122 0.07
C -1.8540 -3.3529 -3.1654 -0.07
C -0.9700 -2.2308 -2.8776 -0.31
O -0.9194 -1.6669 -1.7526 -0.19
N -2.6830 -3.9270 -2.1465 -0.35
O -2.2922 -3.9276 -1.0012 0.10
O -3.7201 -4.4954 -2.4972 0.02
N -1.1574 -4.1577 -6.6941 -0.38
O -0.4022 -3.7842 -7.5849 0.03
O -1.9472 -5.0863 -6.8597 0.02
H 0.3496 -2.0271 -6.0351 0.13
H -2.6095 -4.7584 -4.5723 0.12
C -1.0267 2.4188 -2.9770 -0.32
O -0.8128 1.7383 -1.7993 -0.63
H -1.7559 1.9165 -3.6429 0.07
H -0.1109 2.5380 -3.5834 0.06
H -1.4276 3.4433 -2.8062 0.06
```

Output
* gap between HOMO and LUMO: 5.4 eV
* total charge: -2
* E: -4414.62064 Eh
* HOMO energy: -1.23 eV

Here is a 2-piece molecular cluster, C3H5Br overall at a distorted geometry from the Open Molecules 2025 dataset. Energies are from ωB97M-V with the def2-TZVPD basis set.

The geometry in XYZ format:
```
9
Properties=species:S:1:pos:R:3:lowdin_charge:R:1
C 0.4350 -0.9005 0.4895 -0.09
C 0.0702 -0.5059 -0.6779 -0.03
C -1.9474 0.9899 -0.7412 -0.50
Br -3.1721 -0.1985 0.1607 0.53
H 1.4342 -1.2931 0.6557 0.07
H -0.2917 -0.7573 1.1926 0.00
H 0.4409 -0.3850 -1.6553 0.03
H -1.7215 0.8291 -1.7531 -0.05
H -1.0986 1.4335 -0.0488 0.04
```

Output
* gap between HOMO and LUMO (spin up / spin down): 8.6 / 8.8 eV
* E: -2691.12255 Eh
* HOMO energy (spin up / spin down): -8.59 / -8.49 eV

Here is the molecule C18H24N6O2 at a distorted geometry from the Open Molecules 2025 dataset. Energies are from ωB97M-V with the def2-TZVPD basis set.

The geometry in XYZ format:
```
50
Properties=species:S:1:pos:R:3:lowdin_charge:R:1
O 3.8630 1.4190 -1.4896 0.06
C 3.3995 1.9736 -0.5170 -0.47
C 4.1690 2.6732 0.5932 -0.08
C 3.1406 2.8357 1.7110 -0.15
C 1.7985 2.8278 0.9706 -0.14
N 2.0841 2.0942 -0.2406 -0.07
C 1.0475 1.6008 -1.1071 -0.13
C 0.3217 0.3768 -0.5358 -0.11
C 1.2767 -0.7590 -0.1584 -0.30
C 1.9523 -1.4038 -1.3759 -0.14
C 2.9252 -2.4901 -0.9194 -0.19
C 2.2250 -3.4930 -0.0062 -0.18
C 1.5513 -2.7434 1.1468 -0.19
N 0.6037 -1.7401 0.6949 -0.12
C -0.6168 -2.3023 0.1478 -0.10
C -1.7917 -1.4481 0.4691 -0.34
N -2.7549 -1.1117 -0.3322 0.21
C -3.5667 -0.3527 0.4579 -0.30
C -4.8026 0.2669 0.0116 -0.21
C -5.6088 0.9829 0.9044 -0.07
N -6.7352 1.5488 0.5131 0.08
C -7.0742 1.4093 -0.7612 -0.12
C -6.2758 0.6983 -1.6498 -0.11
N -5.1464 0.1320 -1.2662 0.14
N -3.1113 -0.2368 1.6815 0.14
O -1.9606 -0.9502 1.6999 0.05
H 5.0456 2.0977 0.8833 0.12
H 4.5090 3.6370 0.2091 0.12
H 3.2838 3.7465 2.2885 0.11
H 3.1921 1.9854 2.3920 0.11
H 1.0092 2.3375 1.5447 0.12
H 1.4661 3.8458 0.7250 0.13
H 0.3185 2.3991 -1.2870 0.13
H 1.5291 1.3468 -2.0539 0.12
H -0.4035 0.0402 -1.2779 0.12
H -0.2212 0.6764 0.3633 0.11
H 2.0673 -0.3335 0.4731 0.15
H 1.1993 -1.8292 -2.0433 0.12
H 2.5059 -0.6433 -1.9250 0.10
H 3.3489 -2.9992 -1.7870 0.11
H 3.7477 -2.0199 -0.3751 0.12
H 2.9431 -4.2113 0.3922 0.11
H 1.4726 -4.0472 -0.5724 0.11
H 1.0322 -3.4370 1.8131 0.12
H 2.3146 -2.2241 1.7340 0.12
H -0.6117 -2.4469 -0.9410 0.13
H -0.7912 -3.2766 0.6160 0.14
H -5.3302 1.0924 1.9423 0.11
H -7.9999 1.8779 -1.0649 0.10
H -6.5401 0.5772 -2.6913 0.10
```

Output
* gap between HOMO and LUMO: 8.8 eV
* E: -1179.31414 Eh
* HOMO energy: -8.63 eV

Here is a 12-piece molecular cluster, C5H35NO11S overall at a distorted geometry from the Open Molecules 2025 dataset. Energies are from ωB97M-V with the def2-TZVPD basis set.

The geometry in XYZ format:
```
53
Properties=species:S:1:pos:R:3:lowdin_charge:R:1
C -0.9201 1.0625 -1.8559 -0.09
N -0.4699 0.8894 -0.4760 -0.26
C -0.0370 2.2086 0.0312 -0.08
C -1.4868 0.1837 0.3118 -0.23
C -2.6943 0.9819 0.7554 -0.25
C -4.0416 0.4259 0.2980 -0.57
S -4.6689 -0.9716 1.2651 0.73
H -0.2520 1.7047 -2.4322 0.10
H -1.9335 1.4540 -1.9473 0.07
H -0.8905 0.0829 -2.3453 0.06
H 1.0421 2.2991 0.0920 0.08
H -0.4470 2.4211 1.0203 0.08
H -0.5676 3.0100 -0.4955 0.07
H -1.0030 -0.4138 1.0845 0.08
H -1.7899 -0.6323 -0.3554 0.12
H -2.6713 2.0419 0.4835 0.10
H -2.6721 1.0836 1.8499 0.11
H -3.9173 0.2475 -0.7656 0.06
H -4.8439 1.1624 0.3170 0.06
H -3.5191 -1.4815 1.7036 -0.19
O 0.9576 0.4402 2.5362 -0.05
H 0.9391 -0.4056 2.9938 -0.02
H 1.7707 0.6367 2.0826 0.01
O 2.2416 -0.3170 -0.3142 -0.09
H 1.9518 -1.2586 -0.3986 0.03
H 1.3945 0.1319 -0.1672 0.03
O 3.0306 3.9106 -2.7042 -0.07
H 3.0615 3.5046 -3.5853 0.04
H 3.4570 3.2211 -2.1782 0.03
O 3.5421 -1.1255 1.9191 -0.06
H 4.4457 -1.0171 1.5896 0.08
H 3.0639 -0.8288 1.1081 0.01
O -2.5695 3.8170 -2.0750 -0.06
H -3.4711 4.1651 -2.1944 0.05
H -2.1838 4.6558 -1.7904 0.04
O 0.1432 -2.0936 -3.5799 -0.07
H -0.5939 -1.4899 -3.7388 0.03
H 0.8925 -1.5484 -3.2664 -0.02
O 2.4390 -3.4378 2.1085 -0.07
H 2.3539 -3.6367 1.1726 0.04
H 2.9456 -2.6326 2.2558 -0.02
O 0.8189 -2.0069 3.8930 -0.05
H 1.2472 -2.6469 3.3101 0.01
H 1.3093 -1.8593 4.7002 0.07
O 0.7229 -2.4596 -0.5128 -0.04
H 0.3118 -2.4520 -1.4028 0.05
H -0.0504 -2.2376 0.0374 0.06
O 2.4143 -0.6472 -2.9626 -0.06
H 2.3419 -0.3769 -2.0300 0.00
H 3.3101 -0.7325 -3.2921 0.06
O -1.7792 -2.5433 2.4540 -0.07
H -0.8819 -2.8343 2.6543 0.02
H -1.7931 -1.6550 2.8384 0.03
```

Output
* gap between HOMO and LUMO: 8.9 eV
* E: -1492.05815 Eh
* HOMO energy: -8.81 eV

Here is C33H57N4OP2Sr as an isolated structure at a distorted geometry from the Open Molecules 2025 dataset. Energies are from ωB97M-V with the def2-TZVPD basis set.

The geometry in XYZ format:
```
98
Properties=species:S:1:pos:R:3:lowdin_charge:R:1
C -0.4978 2.0280 -1.4756 -0.37
C 0.6713 0.1021 -2.1852 -0.39
C -0.3115 2.6515 -2.7191 -0.08
C 1.1303 0.8214 -3.3251 -0.06
C 0.5896 2.0729 -3.6286 -0.07
H -0.8593 3.5771 -2.9422 0.11
H 1.8953 0.3764 -3.9390 0.10
H 0.8011 2.5781 -4.5760 0.11
N -0.0629 0.7745 -1.2228 0.01
P -0.8770 2.5717 1.3193 1.03
P 0.1443 -2.4904 -0.9538 0.99
C -1.2683 2.8432 -0.4292 -0.31
H -1.1057 3.9190 -0.6014 0.08
H -2.3403 2.6533 -0.5790 0.08
C -0.6456 -1.3206 4.1052 0.03
O -0.6936 -1.5569 5.2300 0.09
C 0.9813 -1.3077 -2.0098 -0.36
H 1.9870 -1.5908 -2.3820 0.04
C 1.4769 -3.6902 -0.0334 -0.65
C -0.8506 -3.1926 -2.4463 -0.68
C 0.6247 3.7226 1.6465 -0.67
C -2.4561 3.0815 2.2528 -0.70
C 1.6069 -3.3719 1.4660 -0.13
H 0.6455 -3.4136 1.9968 0.06
H 2.2508 -4.1428 1.9158 0.09
H 2.1106 -2.4118 1.6633 0.04
C 0.9740 -5.1263 -0.1961 -0.11
H -0.0199 -5.2427 0.2495 0.08
H 0.9379 -5.4602 -1.2384 0.06
H 1.6484 -5.8087 0.3412 0.09
C 2.8542 -3.5005 -0.6699 -0.11
H 3.5696 -4.2341 -0.2520 0.10
H 2.8611 -3.6371 -1.7632 0.09
H 3.2399 -2.5022 -0.4174 0.03
C -1.8177 -4.2330 -1.8838 -0.11
H -2.3755 -3.8109 -1.0355 0.06
H -2.5457 -4.5237 -2.6532 0.08
H -1.3096 -5.1331 -1.5254 0.06
C -1.6393 -2.0499 -3.1191 -0.08
H -2.2053 -1.4594 -2.3817 0.05
H -0.9698 -1.3661 -3.6645 0.08
H -2.3620 -2.4768 -3.8279 0.09
C 0.2265 -3.7334 -3.4054 -0.10
H 1.0216 -2.9812 -3.5597 0.06
H 0.7129 -4.6579 -3.0470 0.07
H -0.2239 -3.9196 -4.3890 0.09
C -2.1912 2.9484 3.7673 -0.09
H -3.1268 3.1548 4.3127 0.09
H -1.8682 1.9289 4.0250 0.07
H -1.4278 3.6540 4.1305 0.07
C -3.5710 2.1005 1.8425 -0.11
H -3.8512 2.2067 0.7860 0.07
H -3.2888 1.0539 2.0142 0.05
H -4.4668 2.3110 2.4471 0.10
C -2.9262 4.5029 1.9022 -0.09
H -3.0510 4.6458 0.8177 0.08
H -3.9120 4.6605 2.3719 0.09
H -2.2687 5.2918 2.2855 0.06
C 1.4927 3.8185 0.3830 -0.09
H 0.9992 4.4023 -0.4055 0.09
H 2.4277 4.3387 0.6328 0.09
H 1.7481 2.8287 -0.0124 0.06
C 1.4285 3.0528 2.7791 -0.11
H 1.8042 2.0689 2.4702 0.03
H 2.3033 3.6765 3.0234 0.09
H 0.8321 2.9154 3.6956 0.07
C 0.2239 5.1418 2.0740 -0.10
H -0.3823 5.6496 1.3134 0.08
H -0.2931 5.1728 3.0428 0.07
H 1.1487 5.7301 2.1934 0.09
Sr -0.3121 -0.4224 1.1947 1.02
N 2.3480 0.0997 1.2407 0.12
C 3.4779 0.1169 0.8911 -0.10
C 4.6231 0.2930 -0.0539 -0.54
C 4.4522 -0.4367 -1.4046 -0.04
C 4.5597 1.7825 -0.4554 -0.04
C 5.8437 -0.2815 0.7130 -0.03
H 4.3039 -1.5158 -1.3076 0.06
H 3.5734 -0.0558 -1.9504 0.07
H 5.3509 -0.2756 -2.0187 0.11
H 4.3503 2.4797 0.3694 0.08
H 5.4384 2.1139 -1.0190 0.10
H 3.6891 1.8510 -1.1385 0.08
H 6.6712 -0.4889 0.0184 0.09
H 6.1486 0.3631 1.5527 0.09
H 5.5498 -1.2576 1.1558 0.09
C -5.9259 -1.7147 -0.8342 0.00
N -4.7493 -1.6991 0.0294 -0.12
C -4.5806 -2.3994 1.2054 -0.05
C -3.3464 -2.0783 1.6858 -0.14
N -2.7440 -1.1864 0.7932 -0.09
C -3.6219 -0.9967 -0.2118 -0.16
H -6.7049 -2.3217 -0.3619 0.10
H -6.3114 -0.7010 -0.9955 0.10
H -5.6920 -2.1439 -1.8179 0.10
H -5.3455 -3.0546 1.6145 0.13
H -2.8468 -2.3970 2.5815 0.08
H -3.5065 -0.3556 -1.0774 0.14
```

Output
* gap between HOMO and LUMO: 5.4 eV
* total charge: +1
* E: -2299.14002 Eh
* HOMO energy: -7.98 eV

Repeat the third record exactly.
Here is the molecule C18H24N6O2 at a distorted geometry from the Open Molecules 2025 dataset. Energies are from ωB97M-V with the def2-TZVPD basis set.

The geometry in XYZ format:
```
50
Properties=species:S:1:pos:R:3:lowdin_charge:R:1
O 3.8630 1.4190 -1.4896 0.06
C 3.3995 1.9736 -0.5170 -0.47
C 4.1690 2.6732 0.5932 -0.08
C 3.1406 2.8357 1.7110 -0.15
C 1.7985 2.8278 0.9706 -0.14
N 2.0841 2.0942 -0.2406 -0.07
C 1.0475 1.6008 -1.1071 -0.13
C 0.3217 0.3768 -0.5358 -0.11
C 1.2767 -0.7590 -0.1584 -0.30
C 1.9523 -1.4038 -1.3759 -0.14
C 2.9252 -2.4901 -0.9194 -0.19
C 2.2250 -3.4930 -0.0062 -0.18
C 1.5513 -2.7434 1.1468 -0.19
N 0.6037 -1.7401 0.6949 -0.12
C -0.6168 -2.3023 0.1478 -0.10
C -1.7917 -1.4481 0.4691 -0.34
N -2.7549 -1.1117 -0.3322 0.21
C -3.5667 -0.3527 0.4579 -0.30
C -4.8026 0.2669 0.0116 -0.21
C -5.6088 0.9829 0.9044 -0.07
N -6.7352 1.5488 0.5131 0.08
C -7.0742 1.4093 -0.7612 -0.12
C -6.2758 0.6983 -1.6498 -0.11
N -5.1464 0.1320 -1.2662 0.14
N -3.1113 -0.2368 1.6815 0.14
O -1.9606 -0.9502 1.6999 0.05
H 5.0456 2.0977 0.8833 0.12
H 4.5090 3.6370 0.2091 0.12
H 3.2838 3.7465 2.2885 0.11
H 3.1921 1.9854 2.3920 0.11
H 1.0092 2.3375 1.5447 0.12
H 1.4661 3.8458 0.7250 0.13
H 0.3185 2.3991 -1.2870 0.13
H 1.5291 1.3468 -2.0539 0.12
H -0.4035 0.0402 -1.2779 0.12
H -0.2212 0.6764 0.3633 0.11
H 2.0673 -0.3335 0.4731 0.15
H 1.1993 -1.8292 -2.0433 0.12
H 2.5059 -0.6433 -1.9250 0.10
H 3.3489 -2.9992 -1.7870 0.11
H 3.7477 -2.0199 -0.3751 0.12
H 2.9431 -4.2113 0.3922 0.11
H 1.4726 -4.0472 -0.5724 0.11
H 1.0322 -3.4370 1.8131 0.12
H 2.3146 -2.2241 1.7340 0.12
H -0.6117 -2.4469 -0.9410 0.13
H -0.7912 -3.2766 0.6160 0.14
H -5.3302 1.0924 1.9423 0.11
H -7.9999 1.8779 -1.0649 0.10
H -6.5401 0.5772 -2.6913 0.10
```

Output
* gap between HOMO and LUMO: 8.8 eV
* E: -1179.31414 Eh
* HOMO energy: -8.63 eV

Among the records above, which one has the lowest E?
C44H59CaN2O8P3Si